A structure of composition C6H6DyO5S, computed with ωB97M-V/def2-TZVPD.

```
19
Properties=species:S:1:pos:R:3
O -0.1746 -2.6828 -1.5509
C 0.1380 -2.0134 -0.6500
Dy 0.9522 -0.5620 1.2742
O -2.4772 -0.1708 -2.8034
C -1.9486 -0.2862 -1.7774
C 2.0048 -0.1651 -1.1276
O 2.4275 -0.0354 -2.2048
C 0.2126 1.3460 -0.2372
O -0.0946 2.2200 -0.9353
C -1.3220 -0.9415 4.6370
S -1.8013 0.3111 3.4703
C -0.9569 1.7710 4.1257
O -0.9415 -0.0469 2.2064
H -1.8918 -0.8006 5.5857
H -0.2078 -0.8598 4.8301
H -1.5832 -1.9487 4.2196
H 0.0445 1.4483 4.4194
H -0.9183 2.5153 3.3289
H -1.5061 2.1083 5.0094
```

Summary:
Electronic energy in eV: -51440.4021
Net charge: +3
2S+1: 6
Frontier orbital gap (spin up / spin down) in eV: 5.5 / 9.6
Lowest unoccupied orbital energy (spin up / spin down) in eV: -16.85 / -13.04

A cluster of 4 separate species, C4H8O3 in total, computed with ωB97M-V/def2-TZVPD.

```
15
Properties=species:S:1:pos:R:3
C -0.0916 0.3254 -1.6302
C -0.2061 -0.5844 -0.4100
O -1.2196 -1.4539 -0.6238
C 0.4717 -0.7734 0.7918
O 1.7488 -1.2812 0.8020
C 0.9953 1.5543 1.4217
O 2.0964 1.2658 1.6266
H -0.9870 0.9355 -1.8870
H 0.7337 0.9908 -1.4624
H 0.1242 -0.1461 -2.5889
H -2.4982 0.5106 0.1182
H -1.1742 -2.1093 0.0887
H -0.0461 -0.9431 1.7540
H 2.2623 -0.8079 1.4658
H -1.8569 2.0664 0.5489
```

Summary:
Electronic energy in eV: -10411.8618
Net charge: 0
Frontier orbital gap (spin up / spin down) in eV: 6.6 / 6.6
Lowest unoccupied orbital energy (spin up / spin down) in eV: -1.10 / -1.10

A structure of composition C30H30IN2Pd, computed with ωB97M-V/def2-TZVPD.

```
64
Properties=species:S:1:pos:R:3
Pd 0.2582 0.4197 -0.5048
I 2.7740 0.7031 -1.6812
C 3.2163 2.2298 -0.3188
C 4.3863 2.9128 -0.4510
C 4.6895 3.9322 0.4766
C 3.8227 4.2159 1.4895
C 2.6060 3.5040 1.6331
C 1.7103 3.7901 2.6912
C 0.5468 3.0940 2.8248
C 0.2221 2.0764 1.8984
C 1.0463 1.7823 0.8477
C 2.2746 2.4815 0.7042
H 5.0781 2.6850 -1.2503
H 5.6147 4.4826 0.3743
H 4.0534 4.9959 2.2040
H 1.9701 4.5706 3.3952
H -0.1331 3.3126 3.6377
H -0.7097 1.5379 2.0362
C -3.5274 0.5178 1.6137
C -3.6362 1.1906 0.2723
C -4.5522 2.2199 0.0797
C -4.6791 2.8442 -1.1492
C -3.8787 2.4559 -2.2126
C -2.9383 1.4467 -2.0623
C -2.0525 1.0295 -3.2026
C -2.8471 0.8191 -0.8172
N -1.8244 -0.1653 -0.6575
C -2.0763 -1.4041 -0.4907
C -3.4352 -2.0178 -0.5076
C -0.8752 -2.3004 -0.2877
C -1.0863 -3.7697 -0.1350
N 0.2576 -1.7190 -0.2457
C 1.4871 -2.4324 -0.0953
C 2.1077 -2.4063 1.1533
C 1.4497 -1.7394 2.3273
C 3.3456 -3.0261 1.2676
C 3.9426 -3.6305 0.1720
C 3.3052 -3.6301 -1.0583
C 2.0625 -3.0284 -1.2178
C 1.3785 -3.0006 -2.5572
H -3.8606 1.1920 2.4006
H -2.5054 0.2097 1.8406
H -4.1582 -0.3727 1.6668
H -5.1710 2.5334 0.9112
H -5.3989 3.6413 -1.2772
H -3.9761 2.9472 -3.1724
H -2.2590 1.6294 -4.0861
H -2.1974 -0.0204 -3.4652
H -0.9943 1.1557 -2.9514
H -4.1952 -1.2818 -0.7566
H -3.6703 -2.4542 0.4652
H -3.4649 -2.8294 -1.2361
H -1.5219 -4.1912 -1.0429
H -1.7927 -3.9614 0.6744
H -0.1492 -4.2777 0.0768
H 1.2960 -0.6739 2.1357
H 2.0649 -1.8377 3.2192
H 0.4716 -2.1757 2.5439
H 3.8447 -3.0294 2.2283
H 4.9106 -4.1015 0.2769
H 3.7782 -4.0968 -1.9133
H 2.0538 -3.3463 -3.3370
H 1.0438 -1.9922 -2.8179
H 0.4974 -3.6461 -2.5794
```

Summary:
Electronic energy in eV: -46151.5900
Net charge: +1
2S+1: 3
Frontier orbital gap (spin up / spin down) in eV: 7.1 / 6.4
Lowest unoccupied orbital energy (spin up / spin down) in eV: -3.64 / -4.40

Short version: energy above the lowest of the compared OMol25 structures with the same formula, charge and spin = 0.00 210.81 0.00 kcal per mole, in the order given.
Short version: molecular weight = 352.676 104.105 651.908 g mol⁻¹, in the order given.